(1)
DFT (the ωB97M-V functional and the def2-TZVPD basis) results for one molecule with the formula C23H21N3O3 in a non-equilibrium geometry.

For the highest occupied orbital energy, the calculation gives -0.296 Eh. The calculation puts the electronic energy at -34802.3594 eV. As for the SMILES: Cn1nc(CC(=O)Nc2ccc3oc4c(c3c2)CCCC4)c2ccccc2c1=O. The calculation puts the largest force on an atom at 0.092 hartree/bohr. The calculation puts the lowest unoccupied orbital energy at 0.1 eV. Its HOMO-LUMO gap is 8.14 eV. The net charge is 0.

XYZ file:
```
50
Properties=species:S:1:pos:R:3:forces:R:3
C -3.07827 -3.79026 -2.15362 0.82 0.60 0.15
N -3.27393 -3.39824 -0.73757 1.85 -0.83 -0.85
N -3.41735 -2.03621 -0.55838 -0.19 -2.03 2.20
C -3.47334 -1.69290 0.70368 -0.23 -2.27 -0.61
C -4.06819 -0.38760 0.85582 -0.19 2.87 0.95
C -2.95695 0.64432 1.17644 -1.62 1.08 2.06
O -2.96532 1.12775 2.31522 0.48 -0.79 -0.92
N -2.05996 1.02136 0.24219 -0.78 -1.01 2.14
C -0.94201 1.80508 0.59495 0.76 0.52 -1.13
C -0.20185 1.77274 1.85057 0.94 0.40 0.24
C 1.02010 2.52096 2.07204 -1.16 -1.52 -3.53
C 1.44983 3.12587 0.81036 0.23 -0.55 2.86
O 2.64085 3.75584 0.61974 1.67 0.33 1.11
C 2.80757 4.11185 -0.69901 -4.44 -1.53 0.30
C 1.63863 3.77101 -1.31843 0.22 -0.52 0.00
C 0.73594 3.08977 -0.36291 1.75 1.80 -1.88
C -0.49184 2.49951 -0.54023 -0.31 -0.34 0.38
C 1.45421 3.93504 -2.77553 1.06 0.84 0.50
C 2.73428 4.45896 -3.42386 0.78 -1.50 -1.50
C 3.63622 5.38148 -2.62111 -2.13 -0.19 1.09
C 3.93657 4.80781 -1.26376 2.00 -0.65 1.50
C -3.30338 -2.62955 1.90181 -0.02 0.75 -0.52
C -3.41253 -2.18082 3.28489 -0.06 1.79 -2.74
C -3.47396 -3.08460 4.24700 -0.05 -1.37 2.24
C -3.30124 -4.43535 3.93770 -0.23 -2.10 2.03
C -3.10436 -4.94308 2.67676 1.06 0.52 0.51
C -3.08210 -4.00395 1.61512 -0.59 2.18 1.49
C -2.86518 -4.35204 0.24493 -0.69 -1.91 -1.42
O -2.53559 -5.52367 -0.00878 -0.23 1.92 -0.79
H -3.39923 -2.99118 -2.82063 -0.51 0.12 0.45
H -3.66569 -4.67834 -2.33888 0.30 -0.33 -0.17
H -1.99557 -3.87308 -2.42521 -0.79 -0.59 0.54
H -4.76855 -0.06628 0.01573 1.13 -0.60 1.00
H -4.59448 -0.37991 1.82341 -0.28 0.15 -0.66
H -2.41027 0.92485 -0.68245 0.60 -0.01 -0.88
H -0.44947 1.10031 2.70186 -0.43 0.64 -1.07
H 1.66211 2.22610 2.93752 -0.66 0.94 -0.85
H -1.03022 2.51559 -1.55534 0.83 -0.14 1.84
H 0.70032 4.64457 -2.99783 -1.24 0.64 -0.07
H 1.22254 3.02354 -3.27606 -0.46 -0.83 -0.26
H 2.41669 4.89581 -4.36233 0.15 0.65 -0.19
H 3.25386 3.57000 -3.79252 0.51 -0.06 0.31
H 2.93010 6.17555 -2.44585 0.33 1.27 0.07
H 4.55223 5.69073 -3.05658 0.48 0.39 -0.89
H 4.34649 5.43901 -0.46163 -0.33 0.81 -0.55
H 4.77884 4.12029 -1.32945 0.14 -0.54 -0.33
H -3.43622 -1.14513 3.65086 -0.14 -0.15 -1.08
H -3.62117 -2.73936 5.29653 0.24 -0.54 -0.90
H -3.29099 -5.17754 4.81106 -0.03 1.14 -1.38
H -2.76314 -5.98689 2.65348 -0.56 0.53 -0.80
```
Positions in Å, forces in eV/Å.


(2)
DFT (the ωB97M-V functional and the def2-TZVPD basis) results for a 2-piece molecular cluster, C2H3Cl2N overall in a non-equilibrium geometry.

For the highest occupied orbital energy (alpha / beta), the calculation gives -0.370 / -0.318 Eh. The calculation puts the electronic energy at -28651.9845 eV. The calculation puts the largest force on an atom at 0.025 hartree/bohr. The calculation puts the lowest unoccupied orbital energy (alpha / beta) at -0.1 / -0.3 eV. Its HOMO-LUMO gap (alpha / beta) is 9.95 / 8.38 eV. The net charge is 0.

XYZ file:
```
8
Properties=species:S:1:pos:R:3:forces:R:3
C 0.67844 0.28442 -0.05183 0.52 -0.84 -0.82
C -0.56294 -0.37970 0.28248 -0.11 0.01 0.17
N -0.51358 0.79620 -0.53550 0.09 0.10 -0.20
Cl -1.16666 -0.26217 1.93930 0.05 0.10 -0.20
Cl -1.10926 -1.83852 -0.50713 0.00 -0.09 0.05
H 1.44429 0.74039 0.53799 0.13 0.18 0.27
H 2.11448 -1.03625 -1.41361 -0.64 0.60 0.53
H -0.88476 1.69563 -0.25170 -0.05 -0.06 0.20
```
Positions in Å, forces in eV/Å.


> The lowest largest force on an atom belongs to which entry?

C2H3Cl2N


What did the second record say?
DFT (the ωB97M-V functional and the def2-TZVPD basis) results for a 2-piece molecular cluster, C2H3Cl2N overall in a non-equilibrium geometry.

For the highest occupied orbital energy (alpha / beta), the calculation gives -0.370 / -0.318 Eh. The calculation puts the electronic energy at -28651.9845 eV. The calculation puts the largest force on an atom at 0.025 hartree/bohr. The calculation puts the lowest unoccupied orbital energy (alpha / beta) at -0.1 / -0.3 eV. Its HOMO-LUMO gap (alpha / beta) is 9.95 / 8.38 eV. The net charge is 0.

XYZ file:
```
8
Properties=species:S:1:pos:R:3:forces:R:3
C 0.67844 0.28442 -0.05183 0.52 -0.84 -0.82
C -0.56294 -0.37970 0.28248 -0.11 0.01 0.17
N -0.51358 0.79620 -0.53550 0.09 0.10 -0.20
Cl -1.16666 -0.26217 1.93930 0.05 0.10 -0.20
Cl -1.10926 -1.83852 -0.50713 0.00 -0.09 0.05
H 1.44429 0.74039 0.53799 0.13 0.18 0.27
H 2.11448 -1.03625 -1.41361 -0.64 0.60 0.53
H -0.88476 1.69563 -0.25170 -0.05 -0.06 0.20
```
Positions in Å, forces in eV/Å.


What did the second record say?
DFT (the ωB97M-V functional and the def2-TZVPD basis) results for a 2-piece molecular cluster, C2H3Cl2N overall in a non-equilibrium geometry.

For the highest occupied orbital energy (alpha / beta), the calculation gives -0.370 / -0.318 Eh. The calculation puts the electronic energy at -28651.9845 eV. The calculation puts the largest force on an atom at 0.025 hartree/bohr. The calculation puts the lowest unoccupied orbital energy (alpha / beta) at -0.1 / -0.3 eV. Its HOMO-LUMO gap (alpha / beta) is 9.95 / 8.38 eV. The net charge is 0.

XYZ file:
```
8
Properties=species:S:1:pos:R:3:forces:R:3
C 0.67844 0.28442 -0.05183 0.52 -0.84 -0.82
C -0.56294 -0.37970 0.28248 -0.11 0.01 0.17
N -0.51358 0.79620 -0.53550 0.09 0.10 -0.20
Cl -1.16666 -0.26217 1.93930 0.05 0.10 -0.20
Cl -1.10926 -1.83852 -0.50713 0.00 -0.09 0.05
H 1.44429 0.74039 0.53799 0.13 0.18 0.27
H 2.11448 -1.03625 -1.41361 -0.64 0.60 0.53
H -0.88476 1.69563 -0.25170 -0.05 -0.06 0.20
```
Positions in Å, forces in eV/Å.